1.
Formula: C6H8F3NO3
Source: the OMol25 dataset
Level of theory: ωB97M-V with the def2-TZVPD basis set

ORCA input file:
```
! wB97M-V def2-TZVPD RIJCOSX def2/J DEFGRID3
* xyz 0 3
C 0.595 -0.083 -0.402
C -0.964 -1.004 -2.326
C -0.851 -0.469 -0.902
C 1.784 0.966 2.799
C 2.027 0.785 1.311
C -1.859 0.554 -0.513
N -1.460 -2.378 -1.802
O 1.606 -0.328 -1.053
O -1.283 -2.026 -0.456
O 0.622 0.619 0.713
F -1.764 1.681 -1.175
F -3.092 0.096 -0.849
F -1.892 0.893 0.766
H -1.669 -0.472 -2.934
H -0.030 -0.919 -2.846
H 1.231 1.786 3.032
H 1.366 0.069 3.360
H 2.786 1.033 3.339
H 2.557 -0.074 1.030
H 2.733 1.595 0.820
H -2.440 -2.325 -1.912
*
```

Computed properties:
Kohn-Sham gap (spin up / spin down) ... 7.163 / 7.182 eV
Electronic energy ... -813.25409 hartree
E_HOMO (spin up / spin down) ... -6.41 / -10.12 eV

2.
Formula: C6H8FeLiO6
Source: the OMol25 dataset
Level of theory: ωB97M-V with the def2-TZVPD basis set

ORCA input file:
```
! wB97M-V def2-TZVPD RIJCOSX def2/J DEFGRID3
* xyz 1 5
O -1.406 0.054 0.778
C -1.467 -0.411 -0.563
C -2.328 1.150 0.971
O -1.301 -1.609 -0.758
O -2.471 0.226 -1.160
C -2.864 1.399 -0.434
H -1.801 2.024 1.369
H -3.092 0.805 1.675
H -2.388 2.268 -0.903
H -3.953 1.484 -0.475
Fe 0.500 0.036 1.592
O 0.919 1.432 0.282
O 1.800 0.255 -1.371
C 2.842 -0.230 -0.496
C 2.451 -1.562 0.142
O 1.238 -1.534 0.845
C 0.791 0.995 -0.897
H 3.715 -0.381 -1.141
H 3.082 0.515 0.275
H 3.274 -1.906 0.792
H 2.482 -2.311 -0.671
Li -0.023 -2.697 0.146
*
```

Computed properties:
Kohn-Sham gap (spin up / spin down) ... 7.182 / 6.901 eV
Electronic energy ... -1955.84540 hartree
E_HOMO (spin up / spin down) ... -11.69 / -11.63 eV

3.
Formula: C6H8HgO6
Source: the OMol25 dataset
Level of theory: ωB97M-V with the def2-TZVPD basis set

ORCA input file:
```
! wB97M-V def2-TZVPD RIJCOSX def2/J DEFGRID3
* xyz 2 1
O 3.690 0.907 -1.056
C 2.690 0.460 -0.444
O 1.786 1.341 -0.140
O 2.733 -0.753 0.012
C 1.574 -1.353 0.637
C 0.397 -1.369 -0.284
C -0.858 -1.413 0.171
C -2.026 -0.990 -0.655
Hg 3.274 2.697 -0.322
H 1.358 -0.828 1.575
H 1.907 -2.372 0.863
H 0.588 -1.375 -1.362
H -1.061 -1.628 1.225
H -2.956 -1.340 -0.193
H -1.967 -1.382 -1.678
O -2.297 0.424 -0.805
C -2.138 1.397 0.020
O -1.099 2.087 -0.112
H -2.826 2.371 1.535
O -2.850 1.494 1.095
H 0.082 1.623 -0.081
*
```

Computed properties:
Kohn-Sham gap ... 5.871 eV
Electronic energy ... -837.44978 hartree
E_HOMO ... -17.25 eV

4.
Formula: C6H8IN2O
Source: the OMol25 dataset
Level of theory: ωB97M-V with the def2-TZVPD basis set

ORCA input file:
```
! wB97M-V def2-TZVPD RIJCOSX def2/J DEFGRID3
* xyz 1 1
C -2.538 2.303 2.042
C -0.889 -0.049 -2.072
C 0.905 0.823 -0.546
C 1.283 -1.112 0.713
C -0.020 -0.194 -0.998
C 0.102 -1.417 -0.219
N -2.086 1.320 1.727
N 1.957 0.041 0.063
O -0.687 -2.344 -0.356
I 3.559 0.783 0.884
H -3.250 3.143 2.340
H -1.471 -0.938 -2.328
H -1.082 0.810 -2.663
H 1.448 1.312 -1.346
H 0.394 1.487 0.059
H 0.855 -0.863 1.685
H 1.991 -1.984 0.841
H -0.471 -3.120 0.174
*
```

Computed properties:
Kohn-Sham gap ... 6.389 eV
Electronic energy ... -715.48651 hartree
E_HOMO ... -11.96 eV

5.
Formula: C6H8N
Source: the OMol25 dataset
Level of theory: ωB97M-V with the def2-TZVPD basis set

ORCA input file:
```
! wB97M-V def2-TZVPD RIJCOSX def2/J DEFGRID3
* xyz 1 1
C -2.700 -0.197 0.115
C -0.442 -1.076 -0.542
C -1.741 -1.118 0.343
C -0.218 0.472 -0.506
C -1.468 0.847 0.372
C 1.225 0.774 0.046
N -2.642 0.988 -0.309
H 0.457 -1.391 0.110
H -0.530 -1.580 -1.534
H -1.796 -2.007 0.940
H -0.518 1.009 -1.429
H -1.276 1.280 1.425
H 1.239 0.541 1.207
H 1.501 1.920 -0.139
H 1.852 0.202 -0.724
*
```

Computed properties:
Kohn-Sham gap ... 9.898 eV
Electronic energy ... -287.71163 hartree
E_HOMO ... -16.18 eV

6.
Formula: C6H8N
Source: the OMol25 dataset
Level of theory: ωB97M-V with the def2-TZVPD basis set

ORCA input file:
```
! wB97M-V def2-TZVPD RIJCOSX def2/J DEFGRID3
* xyz 1 1
C 1.293 0.102 -1.836
C -0.633 2.350 1.680
C 0.888 -0.962 -0.877
C -0.803 -1.245 1.279
C -0.996 0.103 0.584
C -0.044 -0.881 0.036
N -0.854 1.265 1.278
H 1.254 1.072 -1.289
H 2.254 -0.140 -2.322
H -0.743 3.346 1.859
H 0.597 0.132 -2.697
H 1.404 -1.879 -1.157
H -0.252 -1.302 2.239
H -1.439 -2.083 1.180
H -1.927 0.121 0.043
*
```

Computed properties:
Kohn-Sham gap ... 8.735 eV
Electronic energy ... -287.76546 hartree
E_HOMO ... -13.84 eV

7.
Formula: C6H8N
Source: the OMol25 dataset
Level of theory: ωB97M-V with the def2-TZVPD basis set

ORCA input file:
```
! wB97M-V def2-TZVPD RIJCOSX def2/J DEFGRID3
* xyz 1 1
C 0.440 1.028 2.625
C 1.354 0.566 1.634
C 1.413 -1.062 -2.224
C 1.982 -0.121 -1.728
C -1.277 0.259 0.683
C -0.019 0.417 1.538
N -0.935 -0.386 -0.707
H 0.004 1.424 3.461
H 0.840 -1.877 -2.696
H -0.703 -1.340 -0.370
H 2.398 0.758 -1.312
H -2.089 -0.335 1.199
H -1.652 1.232 0.394
H -1.785 -0.295 -1.296
H 0.029 -0.267 -1.200
*
```

Computed properties:
Kohn-Sham gap ... 9.415 eV
Electronic energy ... -287.66998 hartree
E_HOMO ... -13.07 eV

8.
Formula: C6H8N
Source: the OMol25 dataset
Level of theory: ωB97M-V with the def2-TZVPD basis set

ORCA input file:
```
! wB97M-V def2-TZVPD RIJCOSX def2/J DEFGRID3
* xyz 1 1
C 1.614 1.244 -0.325
C 2.030 -0.029 0.103
C 2.734 -1.057 0.265
C -1.947 -0.039 -0.753
C -1.945 -0.350 0.708
C -1.226 0.756 0.213
N 0.680 0.608 0.275
H 1.672 2.220 -0.836
H 2.414 -2.110 0.602
H 3.674 -0.972 -0.262
H -1.440 -0.984 -1.258
H -2.809 0.297 -1.336
H -2.808 -0.180 1.226
H -1.460 -1.252 0.859
H -1.184 1.850 0.518
*
```

Computed properties:
Kohn-Sham gap ... 9.480 eV
Electronic energy ... -287.68581 hartree
E_HOMO ... -14.42 eV

9.
Formula: C6H8N2
Source: the OMol25 dataset
Level of theory: ωB97M-V with the def2-TZVPD basis set

ORCA input file:
```
! wB97M-V def2-TZVPD RIJCOSX def2/J DEFGRID3
* xyz 0 1
C 1.542 2.451 1.709
C 0.050 -0.457 -0.051
C 0.692 1.819 1.085
C 0.537 -0.225 1.320
C -0.224 -1.604 -0.734
C -1.232 -1.514 -1.854
N -0.277 0.665 -0.695
N 0.036 1.801 -0.065
H 2.050 2.605 2.636
H 1.482 -0.476 1.673
H -0.150 -0.465 2.024
H 0.196 -2.561 -0.337
H -2.058 -2.209 -1.483
H -0.769 -2.015 -2.794
H -1.517 -0.438 -2.019
H -0.358 2.623 -0.416
*
```

Computed properties:
Kohn-Sham gap (spin up / spin down) ... 5.092 / 5.035 eV
Electronic energy ... -342.64439 hartree
E_HOMO (spin up / spin down) ... -6.47 / -6.45 eV

10.
Formula: C6H8N2
Source: the OMol25 dataset
Level of theory: ωB97M-V with the def2-TZVPD basis set

ORCA input file:
```
! wB97M-V def2-TZVPD RIJCOSX def2/J DEFGRID3
* xyz 0 1
C 0.041 -1.356 -1.709
C 0.228 -1.021 -0.208
C -0.352 -1.991 0.718
C 0.328 0.240 0.097
C 0.068 1.782 1.807
C 0.090 2.477 0.533
H -0.916 -0.893 -1.869
H 0.828 -1.046 -2.471
H -0.094 -2.416 -1.890
H -0.027 -1.975 1.795
H -0.773 -3.020 0.551
H -0.211 2.314 2.868
H -0.136 3.440 0.099
H 0.275 1.639 -1.400
N 0.269 0.384 1.503
N 0.381 1.441 -0.424
*
```

Computed properties:
Kohn-Sham gap ... 7.609 eV
Electronic energy ... -342.79449 hartree
E_HOMO ... -7.44 eV

11.
Formula: C6H8N2
Source: the OMol25 dataset
Level of theory: ωB97M-V with the def2-TZVPD basis set

ORCA input file:
```
! wB97M-V def2-TZVPD RIJCOSX def2/J DEFGRID3
* xyz 0 1
C -0.465 1.655 0.180
C 0.368 0.682 0.725
C 0.118 -0.670 0.833
C 1.614 -0.041 0.707
C 2.518 0.036 -0.492
C -3.008 -0.709 0.121
N -1.672 1.179 -0.038
N -1.781 -0.066 -0.210
H -0.250 2.700 0.040
H 2.122 -0.318 1.628
H 2.059 0.608 -1.296
H 2.721 -0.975 -0.856
H 3.472 0.496 -0.225
H -3.535 -0.223 0.946
H -3.651 -0.704 -0.765
H -2.784 -1.744 0.372
*
```

Computed properties:
Kohn-Sham gap ... 8.321 eV
Electronic energy ... -342.69931 hartree
E_HOMO ... -8.75 eV

12.
Formula: C6H8N2
Source: the OMol25 dataset
Level of theory: ωB97M-V with the def2-TZVPD basis set

ORCA input file:
```
! wB97M-V def2-TZVPD RIJCOSX def2/J DEFGRID3
* xyz 0 1
C 2.597 -0.987 0.158
C 2.159 0.304 0.032
C 0.650 0.480 -0.048
C -1.366 -0.373 -0.190
C -2.323 -1.395 0.125
C -1.516 1.070 0.017
H 3.805 -1.340 0.156
H 1.689 -1.765 0.064
H 2.812 1.095 0.038
H -3.331 -1.061 0.735
H -1.973 -2.333 0.189
H -2.067 1.142 0.974
H -1.937 1.781 -0.934
H 0.201 2.540 0.202
N 0.033 -0.640 -0.410
N -0.091 1.405 0.126
*
```

Computed properties:
Kohn-Sham gap ... 7.891 eV
Electronic energy ... -342.75476 hartree
E_HOMO ... -7.34 eV

13.
Formula: C6H8N2
Source: the OMol25 dataset
Level of theory: ωB97M-V with the def2-TZVPD basis set

ORCA input file:
```
! wB97M-V def2-TZVPD RIJCOSX def2/J DEFGRID3
* xyz 0 1
C 0.506 -1.168 1.663
C -0.441 -1.508 0.512
C -0.920 0.432 -1.352
C 0.110 1.591 -1.497
C 1.062 1.617 -0.503
C 0.792 0.374 0.256
H 0.079 -1.293 2.687
H 1.431 -1.746 1.468
H -0.407 -2.485 0.019
H -1.535 -1.314 0.859
H -1.926 0.929 -0.826
H -1.032 -0.066 -2.310
H -0.314 2.593 -1.776
H 1.713 2.403 -0.302
N -0.228 -0.466 -0.429
N 1.110 0.109 1.530
*
```

Computed properties:
Kohn-Sham gap ... 8.597 eV
Electronic energy ... -342.82823 hartree
E_HOMO ... -8.03 eV

14.
Formula: C6H8N2
Source: the OMol25 dataset
Level of theory: ωB97M-V with the def2-TZVPD basis set

ORCA input file:
```
! wB97M-V def2-TZVPD RIJCOSX def2/J DEFGRID3
* xyz 0 1
C 2.177 0.322 -0.010
C -2.279 0.195 -0.030
C 1.175 -0.342 -0.068
C -1.206 -0.332 -0.090
C 3.358 1.158 -0.001
C -3.548 0.888 -0.010
N 0.006 -2.456 0.081
N 0.066 -1.079 -0.131
H 3.796 1.227 -1.000
H 3.087 2.160 0.332
H 4.104 0.755 0.684
H -3.575 1.607 0.809
H -3.707 1.414 -0.953
H -4.351 0.164 0.130
H 0.459 -2.730 0.952
H 0.439 -2.952 -0.695
*
```

Computed properties:
Kohn-Sham gap ... 8.851 eV
Electronic energy ... -342.74857 hartree
E_HOMO ... -7.91 eV

15.
Formula: C6H8N2
Source: the OMol25 dataset
Level of theory: ωB97M-V with the def2-TZVPD basis set

ORCA input file:
```
! wB97M-V def2-TZVPD RIJCOSX def2/J DEFGRID3
* xyz 0 1
C -1.173 -1.433 -1.655
C -0.141 -0.950 -0.637
C 0.395 0.515 -0.869
C 1.317 0.713 0.387
C 0.285 0.175 1.446
C -0.845 -0.162 0.547
H 0.634 -1.723 -0.356
H 0.607 0.796 -1.855
H 2.205 0.016 0.253
H 1.630 1.767 0.494
H 0.177 0.790 2.342
H 0.764 -0.735 1.831
H -1.740 -0.624 0.944
H -1.257 1.784 -0.100
N -1.980 -1.842 -2.385
N -0.878 0.914 -0.389
*
```

Computed properties:
Kohn-Sham gap ... 10.044 eV
Electronic energy ... -342.85495 hartree
E_HOMO ... -9.17 eV

16.
Formula: C6H8N2
Source: the OMol25 dataset
Level of theory: ωB97M-V with the def2-TZVPD basis set

ORCA input file:
```
! wB97M-V def2-TZVPD RIJCOSX def2/J DEFGRID3
* xyz 2 1
C -2.186 -0.331 0.081
C -3.443 -0.450 0.051
C -0.991 0.556 -0.034
C -0.005 -1.986 -0.113
C 1.363 -2.084 0.049
C 0.620 2.448 -0.040
N -0.717 -0.717 0.033
N -0.673 1.776 -0.041
H -0.624 -2.779 -0.311
H 1.790 -1.107 0.355
H 1.328 -2.710 0.928
H 1.892 -2.878 -0.638
H 1.059 2.681 1.016
H 0.550 3.350 -0.612
H 1.406 1.745 -0.436
H -1.368 2.488 -0.286
*
```

Computed properties:
Kohn-Sham gap ... 8.251 eV
Electronic energy ... -341.90789 hartree
E_HOMO ... -19.86 eV

17.
Formula: C6H8N2O
Source: the OMol25 dataset
Level of theory: ωB97M-V with the def2-TZVPD basis set

ORCA input file:
```
! wB97M-V def2-TZVPD RIJCOSX def2/J DEFGRID3
* xyz 0 1
C 2.266 -1.696 0.048
C 0.881 -0.834 -0.075
C -0.277 -1.324 -0.040
C -1.287 -0.361 0.019
C -2.682 -0.897 0.012
C 0.286 1.454 0.061
H 2.754 -1.144 1.067
H 2.691 -1.446 -1.034
H 2.153 -2.778 -0.005
H -0.520 -2.186 0.023
H -2.734 -1.709 -0.689
H -3.294 -0.009 0.058
H -2.725 -1.479 0.749
H 2.026 1.182 0.044
N -1.146 0.974 -0.013
N 1.285 0.536 0.010
O 0.445 2.619 -0.044
*
```

Computed properties:
Kohn-Sham gap ... 9.825 eV
Electronic energy ... -418.04431 hartree
E_HOMO ... -9.35 eV

18.
Formula: C6H8N2O
Source: the OMol25 dataset
Level of theory: ωB97M-V with the def2-TZVPD basis set

ORCA input file:
```
! wB97M-V def2-TZVPD RIJCOSX def2/J DEFGRID3
* xyz 0 1
C 0.915 -0.151 -0.743
C -0.537 -0.639 -0.838
C 1.277 -0.053 0.667
C -0.448 0.528 1.099
C -0.944 -1.854 -0.355
C -0.907 1.745 0.813
O -1.185 -0.149 -1.950
N 1.362 0.603 -1.686
N 2.057 -0.776 1.328
H -0.488 0.310 -2.466
H 2.161 1.158 -1.374
H 2.015 -0.640 2.341
H -0.661 0.040 2.042
H -0.518 -2.267 0.549
H -1.816 -2.327 -0.786
H -0.774 2.184 -0.171
H -1.509 2.290 1.532
*
```

Computed properties:
Kohn-Sham gap (spin up / spin down) ... 8.199 / 8.200 eV
Electronic energy ... -417.99168 hartree
E_HOMO (spin up / spin down) ... -8.24 / -8.24 eV

19.
Formula: C6H8N2O
Source: the OMol25 dataset
Level of theory: ωB97M-V with the def2-TZVPD basis set

ORCA input file:
```
! wB97M-V def2-TZVPD RIJCOSX def2/J DEFGRID3
* xyz 0 1
C -2.189 -0.654 -0.268
C -1.051 -0.641 0.799
C 0.289 1.303 -0.242
C 1.464 0.459 -0.516
C 0.652 -0.848 -0.728
C 0.158 -1.433 0.462
H -1.600 -0.682 1.759
H -0.104 0.831 1.511
H -0.113 1.675 -1.298
H 0.857 2.301 0.120
H 2.361 0.631 0.278
H 1.975 0.716 -1.515
H -0.024 -0.897 -1.501
H 0.802 -1.258 1.423
N -3.303 -0.170 -0.857
N -0.776 0.896 0.802
O 0.602 -2.231 -0.230
*
```

Computed properties:
Kohn-Sham gap ... 10.635 eV
Electronic energy ... -417.83767 hartree
E_HOMO ... -10.01 eV

20.
Formula: C6H8N2O
Source: the OMol25 dataset
Level of theory: ωB97M-V with the def2-TZVPD basis set

ORCA input file:
```
! wB97M-V def2-TZVPD RIJCOSX def2/J DEFGRID3
* xyz 0 1
C 3.114 -0.262 -0.177
C 1.810 0.224 0.256
C -0.649 -0.058 -0.148
C -1.290 1.113 -0.404
C -2.611 0.862 -0.079
C -2.752 -0.420 0.464
H 3.265 -0.095 -1.200
H 3.203 -1.508 0.431
H 3.814 0.262 0.284
H 0.917 -0.842 -1.051
H -0.840 2.118 -0.929
H -3.568 1.719 -0.001
H -3.635 -0.825 0.665
H -1.467 -2.025 0.772
N 0.705 -0.430 -0.292
N -1.602 -0.988 0.363
O 1.588 1.154 1.045
*
```

Computed properties:
Kohn-Sham gap ... 8.688 eV
Electronic energy ... -418.06329 hartree
E_HOMO ... -8.04 eV